# 1
The following is a DFT calculation (the ωB97M-V functional and the def2-TZVPD basis) of 3 unconnected molecules or ions with the total composition C31H43N3O4S.

Positions of all 82 atoms, in Å:
1 H -2.36050 4.68077 -5.33323
2 C 4.16523 2.06513 6.61946
3 H -3.83135 -2.61325 -6.34614
4 H -2.63608 1.40133 -3.59207
5 H 5.40667 -4.67184 4.63317
6 N -0.26308 2.90023 -5.58753
7 H 5.29161 2.36822 6.61042
8 H -7.21618 0.12244 -4.32452
9 C -0.45879 0.87831 6.62926
10 H -4.93679 -0.82492 -3.60207
11 C 2.28417 -3.05343 3.02841
12 C 2.45546 -2.53854 0.60321
13 C 1.14411 1.17967 6.65084
14 H 3.03209 2.27234 2.23450
15 C 1.54513 2.73265 6.55396
16 H 5.85610 -3.32075 -0.98662
17 H -3.12760 3.80121 -4.00646
18 N -6.95151 0.12086 -5.30910
19 C 3.80891 -3.27202 5.79741
20 H 0.74297 3.57596 6.50705
21 C 2.92183 -0.84296 -1.45549
22 H -1.49117 4.45367 -3.82337
23 C 4.84069 -2.80762 -0.82363
24 C 1.67045 -2.30089 4.27463
25 H 3.35441 4.35887 6.50837
26 H 2.58386 0.06449 -2.10874
27 C -1.65160 1.49829 -4.06571
28 C 3.86911 -3.26479 0.33555
29 C 3.06690 3.23133 6.54912
30 C -2.17692 3.96926 -4.52172
31 H -0.72611 0.41260 5.59660
32 H 0.69104 -1.67915 4.17278
33 O -5.36490 -2.24400 -4.97095
34 O -0.61892 1.55017 -3.08306
35 H -0.32663 2.02096 -1.11800
36 C -4.88643 -2.83992 -6.16594
37 C -5.09320 0.33760 -6.87159
38 O 1.18542 1.95729 0.15783
39 H 0.07193 2.04784 -6.03554
40 H -0.65365 0.09262 7.44778
41 H -1.06520 1.84562 6.76741
42 H -4.99692 -3.92286 -6.07061
43 C 1.21014 1.23167 1.23162
44 O 0.57543 -0.05244 1.32723
45 C 1.82631 -1.56602 6.90613
46 H -5.49478 -2.52110 -7.01487
47 S 4.24703 -4.65734 1.55180
48 H 0.68327 -1.59350 6.73319
49 H 4.38264 -3.37992 6.80654
50 H -3.71690 -0.97046 -4.85573
51 H -4.00798 0.26364 -6.99224
52 C 4.44380 -4.04612 4.53916
53 H -7.21891 -0.81309 -5.62692
54 C 3.76337 0.51321 6.71689
55 H 2.16665 -2.00137 7.91522
56 H 2.03179 1.14831 3.39896
57 C -0.90715 2.38317 -1.96933
58 H -2.25727 2.37746 -5.92445
59 H 1.26745 -3.96815 1.53349
60 C 2.47733 -2.40931 5.65915
61 H -1.48196 0.56716 -4.61902
62 H 1.39938 2.82718 2.92040
63 H -0.58659 3.40694 -2.17342
64 H 4.62659 -0.25623 6.75750
65 H -5.55918 -0.42487 -7.49949
66 C 4.33822 -1.56202 -1.71116
67 C -5.48901 0.21037 -5.40232
68 C 2.24637 0.01312 6.76109
69 C 1.94787 -1.32892 -0.30845
70 H 5.04368 -1.19067 -2.54462
71 H 0.35080 3.00107 -4.77641
72 C 1.96885 1.89496 2.51330
73 H -0.21158 -1.64527 0.18955
74 H -5.16948 1.13273 -4.90435
75 C 3.65763 -3.88706 3.17101
76 N 1.57227 -2.97931 1.72027
77 H -1.96814 2.36142 -1.70122
78 H -5.40549 1.30978 -7.26631
79 C -1.61980 2.66164 -5.07960
80 C 0.49294 -0.72427 0.03336
81 C -4.79935 -0.96666 -4.68019
82 H 0.01920 -0.10257 -0.81144

As for the total charge: 0. The multiplicity is 1. The calculation puts the electronic energy at -56321.4097 eV. The molecular weight comes out at 553.77 g/mol. As for the SMILES: CC(=O)OCc1cccc2c1Nc1cc(Cc3ccccc3C)ccc1S2.COC[C@@H](C)N.COC[C@@H](C)N.

# 2
The following is a DFT calculation (the ωB97M-V functional and the def2-TZVPD basis) of C20H22N2O6S in the gas phase.

Positions of all 51 atoms, in Å:
1 H 6.31274 0.60270 1.48638
2 H -0.57622 0.53064 -0.77160
3 S 4.26938 0.27133 -1.33499
4 C 1.33193 -2.17301 -0.01524
5 C 0.19805 -1.36984 -0.11250
6 C -5.10520 0.51160 -0.94589
7 C 2.56871 -1.68213 -0.39340
8 H 5.18187 2.86309 0.83199
9 H 4.80525 -0.49864 3.07160
10 N -2.01229 -1.08120 0.77424
11 C 5.40446 0.14081 1.08306
12 C -3.36511 -1.44603 1.10957
13 O -3.42739 0.75897 2.06356
14 C 4.36868 -0.00131 2.20412
15 C -3.98512 1.77847 -2.64685
16 C -3.14501 -0.37184 -1.99697
17 C -5.01648 1.64617 -1.73258
18 C 4.35587 2.23763 0.47493
19 H 2.45970 1.50307 1.24065
20 C -3.05176 0.76482 -2.78092
21 C -4.21313 -1.70535 -0.16261
22 H 5.65647 -0.82295 0.64288
23 H -3.91268 2.66645 -3.25682
24 O -1.35047 -3.15341 0.18481
25 H -5.51705 0.14207 2.91421
26 H 1.65103 1.38865 -1.44782
27 H 3.46048 -2.28647 -0.33928
28 C -3.96282 -0.30722 1.91056
29 C 0.30269 -0.08225 -0.63425
30 H -5.91497 0.41120 -0.23671
31 C 3.35725 2.01868 1.61713
32 H -3.36453 -2.36095 1.71429
33 O 3.93715 1.26350 2.65871
34 C -4.16836 -0.50676 -1.06645
35 O 4.05945 1.32054 -2.28677
36 C 1.54010 0.40458 -1.02004
37 O 5.12667 -0.82725 -1.66228
38 H -5.23470 -1.93093 0.14402
39 H 1.22026 -3.18126 0.35376
40 H -3.78698 -2.57661 -0.66102
41 C -1.11607 -1.96554 0.28671
42 C 2.66081 -0.39174 -0.87969
43 H -2.42072 -1.16589 -2.11111
44 H 3.88744 2.71671 -0.38365
45 H -5.75268 2.42980 -1.63087
46 H 3.06609 2.97095 2.06315
47 H -1.79008 -0.10252 0.88946
48 H -2.24920 0.85780 -3.49799
49 H 3.50325 -0.58208 1.84824
50 N 4.90667 0.98283 0.02141
51 O -5.15340 -0.60990 2.41884

As for the total charge: 0. The multiplicity is 1. The calculation puts the electronic energy at -47198.1740 eV. For the relative energy (zero: lowest compared OMol25 entry of this formula, charge and spin), the calculation gives 10.5 kcal per mole. The molecular weight comes out at 418.47 g/mol. As for the SMILES: O=C(N[C@H](Cc1ccccc1)C(=O)O)c1ccc(S(=O)(=O)N2CCOCC2)cc1.

# 3
The following is a DFT calculation (the ωB97M-V functional and the def2-TZVPD basis) of a gas-phase ion, C3H8NOS (charge +1).

Positions of all 14 atoms, in Å:
1 H 0.03842 -0.11338 1.74962
2 S 1.62891 1.12897 0.38644
3 N -0.87758 1.22748 -1.13508
4 H -1.85331 0.01449 1.32748
5 C -0.43369 1.27212 0.18120
6 H 1.82653 -1.23315 -1.44101
7 H -0.71333 -0.87043 0.47057
8 H 3.43829 -1.76148 -0.54595
9 C 2.70537 -1.07980 -0.70565
10 H -0.48749 2.28978 0.65590
11 H -1.15623 2.12407 -1.65887
12 O 2.71918 -0.12401 0.16884
13 C -0.84698 0.05954 0.98599
14 H -1.40799 0.39542 -1.43753

As for the total charge: +1. The multiplicity is 1. The calculation puts the electronic energy at -17602.4423 eV. For the relative energy (zero: lowest compared OMol25 entry of this formula, charge and spin), the calculation gives 92.0 kcal per mole. The molecular weight comes out at 106.17 g/mol.

# 4
The following is a DFT calculation (the ωB97M-V functional and the def2-TZVPD basis) of 2 unconnected molecules or ions with the total composition C6H15BNO4.

Positions of all 27 atoms, in Å:
1 H -1.56707 -0.95502 -2.21409
2 H 3.45421 1.36021 3.65474
3 H 2.35021 -1.41474 -1.19776
4 H -4.57815 -2.36796 -1.01111
5 C 2.83836 1.76346 1.26426
6 H -6.02782 -1.35999 -1.25887
7 H 1.03013 -1.84045 1.16520
8 B -0.63996 -1.02326 -1.49284
9 C 1.21173 0.08794 -0.20149
10 O -4.37181 -0.37012 -0.56503
11 H 1.44072 1.69124 3.16005
12 O 0.20936 0.20570 -1.31186
13 C 0.33733 -0.98097 0.72280
14 O -0.81802 -1.47469 -0.09699
15 N 2.50186 -0.43753 -0.85108
16 H 0.49785 1.95322 1.09478
17 H -3.40703 -0.42764 -0.67213
18 C -4.94038 -1.39666 -1.35698
19 H 0.11626 -1.71331 -2.11669
20 O 3.03031 3.08427 2.07809
21 H 2.79996 0.19211 -1.64453
22 H 3.84162 1.15067 0.82635
23 C 2.59414 1.78223 2.98310
24 C 1.32903 1.65365 0.32063
25 H -4.66581 -1.24512 -2.40375
26 H -0.02393 -0.35541 1.66311
27 H 1.45691 2.43814 -0.53792

As for the total charge: -1. The multiplicity is 1. The calculation puts the electronic energy at -16817.7284 eV. For the relative energy (zero: lowest compared OMol25 entry of this formula, charge and spin), the calculation gives 63.1 kcal per mole. The molecular weight comes out at 176.00 g/mol.

# 5
The following is a DFT calculation (the ωB97M-V functional and the def2-TZVPD basis) of C2HClF2O in the gas phase.

Positions of all 7 atoms, in Å:
1 Cl 1.82712 -1.49239 -0.78433
2 C 1.85113 0.08121 -0.11590
3 H -0.14404 0.68632 0.95752
4 F -0.42470 0.22434 -0.84248
5 O 2.82927 0.74852 0.01171
6 C 0.36434 0.86170 0.08211
7 F 0.40137 2.13485 -0.28495

As for the total charge: 0. The multiplicity is 1. The calculation puts the electronic energy at -22094.2543 eV. For the relative energy (zero: lowest compared OMol25 entry of this formula, charge and spin), the calculation gives 4.0 kcal per mole. The molecular weight comes out at 114.48 g/mol. As for the SMILES: O=C(Cl)C(F)F.

# 6
The following is a DFT calculation (the ωB97M-V functional and the def2-TZVPD basis) of C22H29N3O6 in the gas phase.

Positions of all 60 atoms, in Å:
1 H -1.39642 -6.56587 0.57306
2 H -0.23408 -5.69236 1.58311
3 O -0.40837 1.69453 1.62406
4 C 2.98307 1.26788 -0.81964
5 N -0.27860 -0.55845 1.25370
6 H -4.32159 4.77570 -0.15766
7 H 0.29684 -1.38021 1.44198
8 H 3.25347 1.79251 -3.94389
9 O -0.72981 -4.31852 -0.72282
10 H 0.25604 -7.17619 0.75552
11 H 4.09576 -0.47964 1.01114
12 H 1.33724 -0.53257 3.16591
13 C -0.43060 -3.22884 0.00925
14 C -3.91995 3.82397 0.20266
15 C -4.14141 -0.55194 -1.81634
16 C -2.80042 1.20366 -0.03468
17 H 2.94503 3.27773 -0.04468
18 C -1.32473 -2.12934 -0.24258
19 H 4.88379 0.43758 -2.75948
20 C 1.37058 0.44796 2.68004
21 N -2.39197 -2.18346 -1.11064
22 H 1.43305 -0.14804 -0.46961
23 C 0.12800 0.61990 1.79845
24 H 1.33146 1.22158 3.45202
25 C -0.35224 -6.27991 0.67596
26 N 2.65610 0.56549 2.02384
27 H 2.62261 -1.40620 1.35676
28 H -0.00326 -6.04269 -1.45306
29 C 3.45475 2.07542 -2.91088
30 C -3.01794 -0.97732 -1.11131
31 H 2.72882 2.61114 2.35531
32 C 0.09460 -5.46654 -0.53048
33 C -4.34258 3.60006 1.65159
34 C 4.71180 1.43164 -2.32289
35 H 1.13187 -5.14021 -0.40241
36 C 3.00102 -0.43301 1.03699
37 O -4.46302 2.86180 -0.68118
38 C 2.51842 -0.12834 -0.38898
39 H -5.43734 1.11340 -2.14453
40 C 3.06019 1.88927 1.60709
41 C -4.57383 0.73455 -1.62101
42 O 0.50495 -3.17989 0.79330
43 O 2.43119 1.55241 -2.09846
44 H -2.64204 -2.99646 -1.64595
45 H -2.26076 1.84817 0.63670
46 O 4.39903 1.32206 -0.95535
47 C -1.26418 -0.85733 0.32973
48 C -3.91220 1.61684 -0.73862
49 H -4.65361 -1.21642 -2.49530
50 C 2.54149 2.30063 0.22392
51 H -2.82749 3.85246 0.11901
52 H 3.49656 3.17007 -2.82465
53 H -5.42750 3.57383 1.72085
54 H 1.45375 2.35783 0.21525
55 H 4.15508 1.89316 1.57359
56 H 2.92526 -0.86985 -1.07806
57 H -3.94781 2.66074 2.02935
58 H 5.61043 2.04044 -2.42547
59 H -3.96699 4.41112 2.26909
60 C -2.34152 -0.10592 -0.21861

As for the total charge: 0. The multiplicity is 1. The calculation puts the electronic energy at -40040.6612 eV. For the relative energy (zero: lowest compared OMol25 entry of this formula, charge and spin), the calculation gives 46.7 kcal per mole. The molecular weight comes out at 431.49 g/mol. As for the SMILES: CCOC(=O)c1[nH]c2ccc(OCC)cc2c1NC(=O)CN1CCC2(CC1)OCCO2.

# 7
The following is a DFT calculation (the ωB97M-V functional and the def2-TZVPD basis) of a molecular structure, C32H34LiNO6S3.

Positions of all 77 atoms, in Å:
1 H 2.53570 -1.36980 -1.63492
2 C -4.23696 4.87123 -0.18914
3 O 2.44070 -0.56581 0.17205
4 H 0.03567 4.71803 5.38771
5 C 2.74918 -3.85881 1.39998
6 H -1.92465 6.92515 -1.54599
7 C 3.07171 -0.37920 1.25856
8 H -1.17150 6.65236 4.31586
9 C -1.81729 4.80467 -1.52317
10 H 2.98135 -1.97108 -6.54822
11 H 0.32061 -2.69435 -1.95087
12 H 0.04126 6.75144 3.03926
13 C -0.34207 1.99251 3.41862
14 C 3.14539 -5.07832 0.87583
15 H -4.11688 7.03786 -0.34498
16 C -1.03136 3.98810 2.26469
17 H -2.05562 -1.58820 -1.83624
18 S 0.50586 0.17013 -2.84848
19 C 2.60981 -1.54882 -2.71145
20 H 0.32955 -5.90362 -0.82201
21 C -0.71335 4.76091 3.37924
22 H 3.42881 -3.26041 1.99358
23 H 4.52411 -3.15120 -5.01239
24 O -0.96985 -1.98940 0.43121
25 C 3.74130 -2.51830 -4.61117
26 H 0.36389 2.24332 5.41095
27 C -1.76564 2.32530 -1.38142
28 O 0.22054 -0.39094 -1.50101
29 C 1.87258 -1.04790 -4.96456
30 H 1.20084 -0.53203 -5.64015
31 H 4.29739 -2.84823 -2.56138
32 H -0.76530 2.31085 -1.79601
33 H 2.48046 1.19600 2.57644
34 C -3.65171 3.65627 -0.45858
35 C 1.47460 -3.36563 1.13463
36 C -0.94486 -0.27521 -3.82115
37 O -1.46827 -0.29661 3.10572
38 C -0.88765 6.25709 3.33742
39 H 2.57724 -0.38289 3.34110
40 C -0.21002 4.12632 4.51016
41 C 2.87598 -1.85695 -5.47595
42 H -1.44214 4.45366 1.37502
43 H -0.85520 4.79544 -2.02739
44 H -1.65426 6.53763 2.61407
45 H -2.62375 -3.02072 -2.68587
46 H 1.14406 -2.42480 1.56220
47 C -1.32951 -1.75289 -3.87017
48 N 0.80911 -0.08991 2.19047
49 C -2.42417 6.00728 -1.24315
50 Li 0.42322 -0.50886 0.39957
51 C 1.73520 -0.91853 -3.58656
52 H -2.16550 1.39694 -0.99013
53 H 2.58100 -6.78344 -0.31100
54 C -1.75396 -2.37746 -2.52641
55 S -0.14180 0.21087 3.39143
56 H -4.13007 2.74361 -0.11646
57 H -5.18046 4.88478 0.35193
58 H -1.09697 2.03488 1.40153
59 C 2.27248 -5.82402 0.08732
60 C -0.84411 2.61566 2.28012
61 C -0.02239 2.74784 4.53516
62 C 0.63570 -4.09323 0.30924
63 H -1.70797 0.32950 -3.31631
64 H -2.16429 -1.82100 -4.57396
65 S -0.95839 -3.37826 -0.10161
66 H 4.14111 -5.45387 1.07844
67 C 3.61119 -2.35718 -3.24009
68 H -0.51566 -2.33823 -4.30855
69 C 1.01038 -5.33232 -0.20023
70 C -2.39150 3.53804 -1.14625
71 O 4.28260 -0.57688 1.45249
72 H -0.55862 -4.20310 -2.30667
73 H -0.80690 0.14557 -4.81968
74 O 0.42124 -0.12410 4.69514
75 C 2.23108 0.13227 2.44024
76 C -3.64989 6.08660 -0.56788
77 C -0.64112 -3.19931 -1.88232

As for the total charge: -2. The multiplicity is 1. The calculation puts the electronic energy at -80222.6698 eV. The molecular weight comes out at 631.77 g/mol.

# 8
The following is a DFT calculation (the ωB97M-V functional and the def2-TZVPD basis) of a molecular structure, C18H10BBr2F4MoN2O4S2.

Positions of all 44 atoms, in Å:
1 N -0.59750 -0.28433 1.91483
2 C -2.38930 1.81556 -1.83269
3 C 2.99090 1.13116 -0.25539
4 C 2.22496 2.29714 0.33695
5 C 4.15556 -1.08739 -1.28678
6 C 2.77849 -0.99614 -1.10249
7 C -1.72491 -1.01222 1.83721
8 C -2.00392 1.37353 -4.17100
9 H -4.33101 2.57058 -1.35211
10 H -1.33995 1.02428 -4.95144
11 O -1.28486 -1.01721 -0.48239
12 O 2.77918 3.33001 0.62971
13 C -3.68009 2.23597 -2.15063
14 H -0.19734 -0.37648 5.22733
15 C -0.07832 -0.09364 3.11169
16 H -5.13510 2.55577 -3.68553
17 C -4.12841 2.22801 -3.45942
18 S -1.82649 1.89793 -0.16600
19 H 6.02098 -0.06272 -1.07120
20 N 2.22245 0.08497 -0.57797
21 C -0.68051 -0.56052 4.28088
22 C -1.85219 -1.27333 4.18498
23 C 4.35575 1.13598 -0.41782
24 C 4.94862 -0.01048 -0.93841
25 F 1.31732 -2.80684 3.42399
26 Br 1.55911 0.81205 3.31644
27 C -1.54619 1.38229 -2.85554
28 C -3.28645 1.79253 -4.47765
29 H -2.32744 -1.66391 5.07475
30 H 4.56862 -1.99889 -1.69132
31 S 0.10626 0.85311 -2.51274
32 F 1.83096 -1.80277 1.42596
33 C -2.17763 -1.36988 0.43991
34 Br 1.67708 -2.41617 -1.60268
35 B 1.35945 -2.99967 2.03305
36 F 2.22220 -4.04479 1.69945
37 F 0.06533 -3.27198 1.56160
38 H 4.91075 2.01812 -0.13520
39 Mo 0.04048 0.37844 -0.20477
40 H -3.63022 1.77238 -5.50382
41 H -3.27658 -2.10894 2.75776
42 C -2.38912 -1.51814 2.92397
43 O -3.20588 -1.94330 0.21200
44 O 0.95498 2.02993 0.49254

As for the total charge: -1. The multiplicity is 1. The calculation puts the electronic energy at -205168.7077 eV. For the relative energy (zero: lowest compared OMol25 entry of this formula, charge and spin), the calculation gives 0.0 kcal per mole. The molecular weight comes out at 724.97 g/mol.

Which of these has the lowest total charge? C32H34LiNO6S3

Which value of electronic energy does entry 5 give? -22094.2543 eV

Which of these has the lowest electronic energy? C18H10BBr2F4MoN2O4S2

Look up the molecular weight of the third one. 106.17 g/mol